Entry 1:
Computed, not measured: a structure of composition C30H50OP4Ru, with the ωB97M-V functional and the def2-TZVPD basis.

```
86
Properties=species:S:1:pos:R:3:lowdin_charge:R:1
Ru 0.03649 -0.90186 -0.08411 0.44
P 0.05912 -2.79833 -1.26072 0.70
P 2.31135 -0.58287 0.14247 0.76
P -1.84269 -0.02413 -1.00649 0.75
H 1.25184 3.19256 -0.99875 0.02
C 0.87351 4.01858 -0.38671 -0.04
C 1.54731 4.47209 0.67921 -0.02
H 2.49965 4.03147 0.98446 0.07
C 0.52376 -2.48574 -3.00356 -0.20
C 1.24375 -4.07160 -0.70870 -0.21
C -1.52560 -3.69944 -1.37985 -0.21
C 2.78192 1.11034 0.62433 -0.21
C 3.21049 -1.61730 1.35363 -0.20
C 3.22442 -0.84198 -1.40951 -0.22
C -1.88440 1.74438 -0.60221 -0.21
C -3.46434 -0.65165 -0.46157 -0.18
C -1.94569 -0.07354 -2.82478 -0.20
H -0.06006 4.49239 -0.70795 0.08
H 1.18802 5.33283 1.25397 0.08
H -0.34219 -2.66128 -3.65390 0.07
H 1.33259 -3.16987 -3.29291 0.08
H 0.86604 -1.45109 -3.13675 0.02
H 0.96825 -5.03177 -1.16620 0.09
H 1.20162 -4.17481 0.38306 0.05
H 2.26798 -3.81157 -1.00408 0.05
H -1.31811 -4.75730 -1.58999 0.08
H -2.15028 -3.28693 -2.18243 0.06
H -2.06997 -3.62841 -0.43001 0.04
H 3.70797 1.38359 0.10029 0.09
H 2.94748 1.17173 1.70718 0.05
H 2.00634 1.83052 0.34236 0.00
H 4.28588 -1.57068 1.12881 0.09
H 2.88369 -2.66218 1.29016 0.04
H 3.04830 -1.24133 2.37162 0.04
H 4.28772 -0.63293 -1.23221 0.09
H 2.82918 -0.13140 -2.14931 0.02
H 3.11568 -1.86964 -1.77525 0.04
H -2.59361 2.25886 -1.26541 0.09
H -0.88514 2.17785 -0.74018 0.01
H -2.19955 1.88205 0.44013 0.05
H -4.24236 -0.31688 -1.16209 0.09
H -3.69139 -0.27458 0.54230 0.04
H -3.45829 -1.74727 -0.43117 0.05
H -2.73119 0.62070 -3.15369 0.09
H -2.18879 -1.08389 -3.17711 0.06
H -0.98981 0.24595 -3.25922 0.03
C 1.11947 1.81323 -3.40798 -0.40
C 1.70999 1.09528 -4.51783 0.02
C 1.26523 1.31952 -5.80622 -0.02
C 0.31733 2.31658 -6.07280 0.02
C -0.17044 3.11921 -5.03343 -0.02
C 0.25519 2.92208 -3.73360 0.02
O 1.27639 1.43053 -2.19931 -0.10
H -0.64797 -2.12053 0.74818 0.01
H 2.46605 0.34616 -4.28684 0.12
H 1.66638 0.70906 -6.61874 0.14
H -0.02838 2.48409 -7.09393 0.14
H -0.88818 3.91434 -5.24207 0.13
H -0.08764 3.54059 -2.90749 0.10
C 0.25275 -2.43507 3.07221 -0.19
P -0.29120 -0.93117 2.19384 0.86
C -2.05031 -0.80981 2.72835 -0.36
C -2.83696 -1.97515 2.70634 -0.10
C -4.19063 -1.91697 3.04518 -0.03
C -4.76922 -0.70004 3.41457 -0.01
C -3.99131 0.46085 3.43746 -0.03
C -2.63525 0.40940 3.10321 -0.09
C 0.52413 0.42001 3.11846 -0.32
C 0.30063 1.75150 2.72383 -0.04
C 0.89724 2.80377 3.41660 0.04
C 1.76711 2.54088 4.47827 0.04
C 2.01566 1.22057 4.85838 0.07
C 1.38640 0.16331 4.19668 0.02
H -0.20541 -3.31939 2.61305 0.06
H -0.07399 -2.36442 4.11721 0.09
H 1.34240 -2.54111 3.02671 0.04
H -2.38799 -2.93146 2.42508 0.10
H -4.78699 -2.83015 3.02302 0.14
H -5.82365 -0.65871 3.68920 0.14
H -4.43597 1.41330 3.72632 0.13
H -2.03417 1.31560 3.16352 0.09
H -0.34180 1.97027 1.86461 0.10
H 0.69303 3.82808 3.10594 0.13
H 2.24708 3.36763 5.00396 0.15
H 2.69904 1.00403 5.68016 0.16
H 1.55913 -0.85955 4.53272 0.13
```

Output
Energy above the lowest of the compared OMol25 structures with the same formula, charge and spin ... 0.0 kJ/mol
Energy ... -73663.0140 eV
2S+1 ... 5
HOMO energy (alpha / beta) ... -18.453 / -19.308 eV
Gap between HOMO and LUMO (alpha / beta) ... 5.16 / 3.47 eV
Charge ... +4
Lowest unoccupied orbital energy (alpha / beta) ... -13.293 / -15.838 eV
Expectation value of S² ... 6.06

***

Entry 2:
Computed, not measured: a structure of composition C30H50P2Re, with the ωB97M-V functional and the def2-TZVPD basis.

```
83
Properties=species:S:1:pos:R:3:lowdin_charge:R:1
Re -0.95784 -0.30588 -2.42510 1.57
C -1.92323 1.43414 -0.39397 -0.17
C -2.61454 0.67247 -1.43535 -0.33
C -2.01933 -0.73732 0.35262 -0.14
C -1.61632 0.57554 0.68138 -0.14
C -2.60872 -0.73186 -0.96873 -0.33
C -1.77346 2.90309 -0.39538 0.00
H -1.50304 3.28236 -1.38876 0.08
H -0.98077 3.22530 0.29841 0.08
H -2.71399 3.39996 -0.09542 0.13
C -1.10582 0.98457 2.02031 -0.03
H -0.98808 2.07232 2.09499 0.08
H -0.13173 0.52439 2.26330 0.04
H -1.80737 0.66668 2.80859 0.11
C -2.05120 -1.86897 1.29902 0.02
H -2.90826 -2.52926 1.10958 0.10
H -2.14184 -1.51116 2.33326 0.09
H -1.14674 -2.47970 1.23828 0.05
C -3.44001 -1.81472 -1.55711 0.00
H -4.47175 -1.46906 -1.69107 0.12
H -3.44242 -2.69623 -0.90857 0.10
H -3.05447 -2.11718 -2.54033 0.08
C -3.54780 1.25186 -2.44346 0.01
H -4.48079 1.55775 -1.95804 0.13
H -3.79669 0.53425 -3.23225 0.09
H -3.11487 2.14456 -2.90752 0.10
C 0.89105 0.39592 -2.60283 -0.31
C -0.12706 1.35508 -3.06926 -0.30
C -0.36868 1.58410 -4.55818 -0.15
C -1.15989 0.44363 -5.23766 -0.15
C -1.48993 -0.69869 -4.28117 -0.32
C -0.41412 -1.61233 -3.82698 -0.30
C 0.99513 -1.42805 -4.37788 -0.15
C 1.75294 -0.28881 -3.65786 -0.15
H 0.58608 1.76172 -5.06896 0.12
H -0.62356 0.06253 -6.11233 0.12
H -0.94830 2.51217 -4.66747 0.12
H 2.09100 0.45646 -4.38944 0.12
H 1.38445 0.62251 -1.65137 0.07
H -0.18087 2.27115 -2.48638 0.11
H 2.65261 -0.68740 -3.17468 0.10
H 1.52646 -2.37380 -4.23809 0.11
H -0.70745 -2.65242 -3.65999 0.12
H 0.96494 -1.24287 -5.45752 0.12
H -2.09939 0.84436 -5.64683 0.12
H -2.44047 -1.19258 -4.51395 0.13
P 2.01113 2.11033 0.79247 0.79
C 2.01491 3.00448 2.41078 -0.29
H 2.99806 3.42293 2.66950 0.06
H 1.70722 2.30482 3.19901 0.00
H 1.28269 3.82336 2.37820 0.04
C 3.63418 1.24303 0.88934 -0.30
H 4.41176 1.82755 1.39880 0.06
H 3.96800 1.01074 -0.13021 0.03
H 3.49847 0.29685 1.42489 0.01
C 2.50290 3.49794 -0.31697 -0.31
H 2.68153 3.08240 -1.31770 0.03
H 3.40353 4.03146 0.01925 0.06
H 1.66978 4.20877 -0.38688 0.03
P 1.16963 -2.43096 -0.26542 0.82
C 0.15186 -3.87538 -0.78808 -0.28
H 0.81106 -4.64961 -1.19972 0.05
H -0.55760 -3.56131 -1.56630 0.00
H -0.41106 -4.27840 0.06340 0.04
C 2.68143 -2.77795 -1.23712 -0.28
H 2.46482 -2.76341 -2.31389 0.02
H 3.05983 -3.76434 -0.94794 0.06
H 3.43133 -2.00761 -1.00727 0.05
C 1.66437 -2.92082 1.42637 -0.26
H 2.46737 -3.66604 1.37508 0.06
H 0.79682 -3.32841 1.96264 0.04
H 2.01699 -2.02684 1.95480 0.02
C 2.29475 -1.59911 5.84759 -0.07
C 0.99384 -1.80994 5.37945 -0.06
C 0.48821 -1.02583 4.29890 -0.12
C 1.33374 -0.11651 3.72922 -0.04
C 2.61957 0.11602 4.13390 -0.11
C 3.11309 -0.64285 5.23581 -0.05
H 2.67732 -2.18249 6.68630 0.12
H 0.35496 -2.55986 5.84662 0.11
H -0.53320 -1.17051 3.95621 0.08
H 3.26321 0.85253 3.66067 0.08
H 4.12831 -0.46802 5.59383 0.12
```

Output
Energy ... -52607.0461 eV
2S+1 ... 4
HOMO energy (alpha / beta) ... -13.453 / -13.478 eV
Gap between HOMO and LUMO (alpha / beta) ... 5.12 / 4.22 eV
Charge ... +2
Lowest unoccupied orbital energy (alpha / beta) ... -8.336 / -9.256 eV
Expectation value of S² ... 3.80